Density functional theory data (ωB97M-V/def2-TZVPD) for one molecule with the formula C3H7N5 in a non-equilibrium geometry.

Element x y z (Å)
C  -0.0783  -1.1447  0.4517
C  0.9560  0.7125  1.8543
C  -0.9372  0.4730  -2.4598
N  -0.5883  -1.2121  -0.7365
N  0.1405  0.8663  -0.4186
N  0.0230  -2.3973  1.5210
N  0.3806  0.1402  0.6609
N  -0.4884  0.0771  -1.2139
H  0.2458  0.7807  2.6666
H  1.8765  0.2466  2.3090
H  1.2407  1.7151  1.4573
H  -0.5861  1.5142  -2.7469
H  -2.0123  0.4866  -2.3888
H  -0.6788  -0.3368  -3.2446
H  0.5064  -1.9213  2.2884

Results
E_HOMO (spin up / spin down): -0.26009 / -0.26013 Eh
electronic energy: -392.12736 hartree
energy above the lowest of the compared OMol25 structures with the same formula, charge and spin: 107.7 kcal/mol